A structure of composition C12H17Cl3GeN5OS2V. Source: the Open Molecules 2025 dataset; level of theory: ωB97M-V/def2-TZVPD.

## Properties
Lowest unoccupied orbital energy (alpha / beta), eV: -12.1093 / -11.1997
HOMO energy (alpha / beta), Eh: -0.6357 / -0.6365
Orbital gap (alpha / beta), eV: 5.1891 / 6.1194
Energy above the lowest of the compared OMol25 structures with the same formula, charge and spin, kJ/mol: 16.82
<S²>: 0.820
Strongest force on any atom, eV/A: 0.70
Charge: +3
Multiplicity: 2
E_tot, eV: -163637.2790

Atoms and positions in Å:
V: -1.266 -0.276 -0.959
N: -2.973 -1.568 1.785
C: -2.726 -2.333 0.732
N: -2.004 -1.931 -0.352
C: -1.803 -3.029 -1.235
C: -2.391 -4.166 -0.848
S: -3.235 -3.960 0.656
C: -1.008 -2.722 -2.411
C: -0.692 -3.480 -3.471
S: 0.231 -2.567 -4.619
C: 0.126 -1.184 -3.612
N: -0.525 -1.401 -2.455
N: 0.654 -0.014 -3.962
H: -2.719 -0.596 1.812
H: -3.547 -1.905 2.546
H: -2.400 -5.125 -1.340
H: -0.938 -4.511 -3.669
H: 1.114 0.097 -4.854
H: 0.569 0.816 -3.402
Cl: -5.104 0.778 0.004
Ge: -3.119 1.333 -0.321
Cl: -2.843 3.398 -0.269
Cl: -2.541 0.644 -2.584
O: 0.059 0.159 0.142
C: 0.876 0.707 1.047
C: 0.443 1.934 1.761
C: 1.364 3.143 1.461
C: 2.686 3.114 2.218
C: 3.616 1.961 1.853
C: 3.071 0.581 2.182
N: 2.012 0.130 1.219
H: 0.455 1.723 2.836
H: -0.585 2.148 1.475
H: 0.802 4.032 1.745
H: 1.530 3.212 0.382
H: 2.483 3.089 3.293
H: 3.206 4.053 2.030
H: 4.543 2.063 2.419
H: 3.901 1.998 0.798
H: 2.629 0.533 3.179
H: 3.840 -0.184 2.121
H: 2.208 -0.696 0.663

Results of the Löwdin charge analysis, in e, for atoms 1 through 2: number 1, V, carries 0.653; number 2, N, carries 0.167